[1]
2 unconnected molecules or ions with the total composition C6H12N2, computed with ωB97M-V with the def2-TZVPD basis set.

Calculated values
**Energy**: -9393.63992 eV
**HOMO level**: -9.32 eV
**SMILES**: [H]/N=C(\C)N=C.C=CC
**Gap between HOMO and LUMO**: 9.796 eV

```
! wB97M-V def2-TZVPD RIJCOSX def2/J DEFGRID3
* xyz 0 1
C -0.530 -2.912 -0.091
C 0.034 -1.525 -0.320
C -1.791 -0.206 0.484
N -0.929 -0.538 -0.426
N 1.262 -1.236 -0.457
H 1.861 -2.057 -0.492
H -0.955 -2.980 0.911
H 0.258 -3.662 -0.171
H -1.313 -3.129 -0.819
H -1.718 -0.559 1.511
H -2.754 0.164 0.150
C 1.735 2.253 -0.639
C 0.351 1.933 -0.210
C -0.343 2.227 0.843
H -0.091 0.910 -0.691
H 1.728 2.695 -1.638
H 2.218 2.946 0.051
H 2.314 1.331 -0.694
H -0.127 2.894 1.662
H -1.211 1.452 1.036
*
```

***

[2]
C6H12N2 in the gas phase, computed with ωB97M-V with the def2-TZVPD basis set.

Calculated values
**Energy**: -9395.52832 eV
**HOMO level**: -8.90 eV
**SMILES**: [H]/N=C(/NC)[C@@H](C)C=C
**Gap between HOMO and LUMO**: 9.928 eV

```
! wB97M-V def2-TZVPD RIJCOSX def2/J DEFGRID3
* xyz 0 1
C -0.448 0.052 0.290
C 0.578 0.030 -2.499
C -1.596 -0.955 0.302
N 0.827 -0.943 -1.464
C 0.862 -0.576 -0.003
C -0.290 0.684 1.765
C -0.044 1.962 1.984
N 1.821 -1.008 0.679
H 1.614 -1.551 -1.656
H -0.635 0.896 -0.375
H 1.757 -0.859 1.680
H -0.404 -0.010 2.591
H 1.216 0.922 -2.419
H 0.754 -0.428 -3.473
H -0.468 0.346 -2.470
H -2.508 -0.473 0.649
H -1.762 -1.346 -0.699
H -1.364 -1.786 0.965
H 0.080 2.665 1.173
H 0.010 2.377 2.980
*
```

***

[3]
C6H12N2 in the gas phase, computed with ωB97M-V with the def2-TZVPD basis set.

Calculated values
**Energy**: -9394.55605 eV
**HOMO level**: -6.95 eV
**SMILES**: C/C=C(C)\C(N)=C\N
**Gap between HOMO and LUMO**: 7.888 eV

```
! wB97M-V def2-TZVPD RIJCOSX def2/J DEFGRID3
* xyz 0 1
C 1.749 1.484 1.002
C 0.859 -1.528 -1.224
C -0.549 0.387 0.637
C 0.804 0.546 0.316
N -1.050 0.139 1.923
N -2.495 -0.353 -0.687
C -1.292 0.344 -0.560
C 1.022 -0.057 -0.937
H -0.501 -0.491 2.489
H -2.033 -0.084 1.962
H -2.580 -1.208 -0.155
H -3.036 -0.175 -1.518
H -1.176 1.145 -1.276
H 1.777 0.402 -1.583
H 2.655 0.972 1.339
H 2.064 2.269 0.309
H 1.297 1.960 1.875
H 0.551 -1.701 -2.259
H 1.808 -2.062 -1.094
H 0.125 -1.988 -0.560
*
```